No. 1
Density functional theory data (wB97M-V/def2-TZVPD) for a molecular structure, C4H6N2.

Geometry as ORCA input:
```
! wB97M-V def2-TZVPD RIJCOSX def2/J DEFGRID3
* xyz 0 1
N -1.261 -1.185 1.263
C 0.281 -0.114 -0.208
C -0.035 -1.144 0.572
C 1.390 0.479 -0.978
C 0.662 1.609 -1.059
N -0.522 1.078 -0.440
H -2.069 -1.086 0.663
H -1.364 -1.986 1.865
H 0.671 -1.955 0.737
H 2.333 0.133 -1.378
H 0.777 2.611 -1.457
H -0.834 1.533 0.416
*
```

Properties
orbital gap: 8.953 eV
LUMO: 1.1 eV
F_max: 0.4 eV/Å



No. 2
Density functional theory data (wB97M-V/def2-TZVPD) for C20H12BrN5O5 in the gas phase in a non-equilibrium geometry.

Geometry as ORCA input:
```
! wB97M-V def2-TZVPD RIJCOSX def2/J DEFGRID3
* xyz 0 1
O 0.977 -2.769 0.876
C 0.421 -1.747 1.160
N -0.711 -1.427 0.517
C -0.556 -0.634 -0.591
N 0.758 -0.366 -0.989
C 1.107 0.257 -2.200
C 2.274 -0.164 -2.729
C 2.646 0.382 -3.965
C 1.808 1.372 -4.577
Br 2.257 2.116 -6.175
C 0.707 1.788 -3.925
N 0.403 1.281 -2.735
C -0.674 1.861 -1.941
C -1.880 0.938 -2.044
C -2.941 1.216 -2.914
C -4.053 0.352 -3.019
C -4.081 -0.779 -2.255
C -2.941 -1.125 -1.436
C -1.756 -0.296 -1.367
C 0.665 -1.415 2.630
C 1.109 -2.386 3.504
C 1.441 -2.045 4.918
C 1.352 -0.760 5.365
N 1.756 -0.351 6.766
O 1.986 0.858 6.920
O 1.895 -1.179 7.667
C 0.991 0.269 4.434
C 0.653 -0.021 3.090
N 0.441 1.007 2.180
O 1.329 1.654 1.743
O -0.799 1.235 1.844
H 2.709 -0.915 -2.111
H 3.629 -0.034 -4.393
H 0.092 2.664 -4.248
H -0.276 1.912 -0.933
H -0.821 2.869 -2.321
H -3.119 2.164 -3.347
H -4.881 0.553 -3.671
H -4.956 -1.339 -2.167
H -2.930 -2.059 -0.930
H 1.176 -3.417 3.063
H 1.691 -2.809 5.623
H 1.100 1.288 4.682
*
```

Properties
orbital gap: 7.326 eV
LUMO: -0.8 eV
F_max: 6.7 eV/Å



No. 3
Density functional theory data (wB97M-V/def2-TZVPD) for a gas-phase ion, C3H9N4 (charge +1) in a non-equilibrium geometry.

Geometry as ORCA input:
```
! wB97M-V def2-TZVPD RIJCOSX def2/J DEFGRID3
* xyz 1 1
N -0.063 -1.824 0.000
C 0.364 -0.492 -0.218
C 1.320 0.078 0.834
C 0.744 1.471 0.963
N -0.468 1.605 0.565
N -0.845 0.337 0.054
N -1.695 0.453 -1.173
H 0.813 -2.281 -0.137
H -0.287 -1.839 0.966
H 0.769 -0.347 -1.178
H 2.380 -0.052 0.537
H 1.225 -0.434 1.725
H 1.562 2.252 1.146
H -2.221 -0.537 -1.061
H -1.244 0.455 -2.103
H -2.355 1.157 -0.919
*
```

Properties
orbital gap: 10.450 eV
LUMO: -3.6 eV
F_max: 4.9 eV/Å



No. 4
Density functional theory data (wB97M-V/def2-TZVPD) for 2 unconnected molecules or ions with the total composition CH3PS in a non-equilibrium geometry.

Geometry as ORCA input:
```
! wB97M-V def2-TZVPD RIJCOSX def2/J DEFGRID3
* xyz 0 1
C -0.895 -2.111 -1.536
P 0.597 -1.792 -1.698
H -1.837 -2.476 -1.114
S 1.911 0.373 1.308
H 2.517 -0.053 0.284
H 1.879 -0.929 1.864
*
```

Properties
orbital gap: 10.095 eV
LUMO: 0.4 eV
F_max: 3.0 eV/Å



No. 5
Density functional theory data (wB97M-V/def2-TZVPD) for a molecular structure, C32H34ClN4O2PdSSi.

Geometry as ORCA input:
```
! wB97M-V def2-TZVPD RIJCOSX def2/J DEFGRID3
* xyz -1 1
Pd -0.162 -1.223 -0.020
O -2.186 -1.821 2.143
S -1.129 -2.832 2.282
N 0.028 -2.819 1.337
Cl -3.854 -7.204 0.559
C -3.080 -5.758 -0.053
C -1.791 -5.833 -0.551
C -1.187 -4.683 -1.030
C -1.844 -3.449 -1.021
C -1.181 -2.224 -1.489
C -3.149 -3.416 -0.521
C -3.767 -4.555 -0.035
H -1.266 -6.779 -0.552
H -0.167 -4.728 -1.395
H -1.857 -1.442 -1.822
H -0.356 -2.396 -2.181
H -3.667 -2.465 -0.473
H -4.771 -4.512 0.366
C 5.230 -2.527 1.708
C 3.907 -2.265 2.407
N 2.923 -1.843 1.441
C 3.246 -1.178 0.285
N 2.315 -0.976 -0.575
C 2.623 -0.257 -1.792
C 3.727 0.766 -1.567
C 4.935 0.059 -0.980
N 4.551 -0.740 0.169
C 5.639 -1.263 0.975
H 5.105 -3.347 0.996
H 6.007 -2.806 2.422
H 4.057 -1.501 3.182
H 3.536 -3.161 2.905
H 2.029 -2.327 1.400
H 1.701 0.229 -2.117
H 2.922 -0.958 -2.585
H 3.367 1.526 -0.869
H 4.010 1.268 -2.496
H 5.693 0.780 -0.656
H 5.403 -0.579 -1.744
H 5.968 -0.507 1.702
H 6.491 -1.463 0.316
O -0.476 0.471 -1.143
Si -1.221 1.702 -0.477
C -0.509 2.127 1.232
C -0.980 3.214 1.973
C -0.473 3.511 3.230
C 0.530 2.719 3.779
C 1.021 1.641 3.058
C 0.506 1.357 1.800
C -3.074 1.426 -0.243
C -3.569 0.829 0.919
C -4.914 0.507 1.045
C -5.795 0.782 0.009
C -5.324 1.372 -1.157
C -3.977 1.684 -1.278
C -1.009 3.245 -1.554
C 0.056 3.297 -2.457
C 0.291 4.423 -3.234
C -0.542 5.529 -3.125
C -1.612 5.497 -2.241
C -1.839 4.365 -1.468
H -1.767 3.840 1.564
H -0.860 4.357 3.786
H 0.926 2.945 4.761
H 1.806 1.018 3.470
H 0.937 0.529 1.240
H -2.889 0.576 1.724
H -5.268 0.025 1.948
H -6.845 0.530 0.105
H -6.006 1.581 -1.974
H -3.620 2.136 -2.198
H 0.698 2.428 -2.549
H 1.123 4.438 -3.929
H -0.363 6.409 -3.731
H -2.272 6.352 -2.157
H -2.690 4.348 -0.794
*
```

Properties
orbital gap: 6.575 eV
LUMO: 2.5 eV
F_max: 0.8 eV/Å



No. 6
Density functional theory data (wB97M-V/def2-TZVPD) for C5H7ClN2O2 in the gas phase in a non-equilibrium geometry.

Geometry as ORCA input:
```
! wB97M-V def2-TZVPD RIJCOSX def2/J DEFGRID3
* xyz 0 1
C -1.044 -1.273 -1.354
N -0.061 -0.268 -0.983
C -0.026 -0.118 0.453
C 1.276 0.772 0.765
C 0.606 2.224 0.906
O 0.873 2.932 1.837
N 2.021 0.567 -0.489
Cl 3.267 1.556 -1.111
C 1.129 0.011 -1.591
O 1.457 -0.145 -2.724
H -1.532 -0.999 -2.393
H -0.600 -2.309 -1.295
H -1.683 -1.149 -0.556
H 0.173 -1.041 0.925
H -0.907 0.276 0.856
H 1.846 0.405 1.676
H -0.092 2.591 0.046
*
```

Properties
orbital gap: 9.781 eV
LUMO: 0.6 eV
F_max: 3.7 eV/Å



No. 7
Density functional theory data (wB97M-V/def2-TZVPD) for a molecular structure, C5H15N2O2 in a non-equilibrium geometry.

Geometry as ORCA input:
```
! wB97M-V def2-TZVPD RIJCOSX def2/J DEFGRID3
* xyz -1 1
N -0.704 -2.122 2.022
C -0.060 -0.840 1.698
C 1.438 -0.918 1.271
C -0.989 -0.254 0.594
N -0.650 1.082 0.133
C -1.426 1.430 -1.086
C -0.807 1.136 -2.476
O 0.487 0.561 -2.443
H 0.039 -2.867 1.978
H -0.831 -2.189 3.020
H -0.097 -0.099 2.501
H 1.765 0.112 1.397
H 2.009 -1.557 2.006
H 1.545 -1.244 0.253
H -2.014 -0.220 0.961
H -1.009 -1.078 -0.146
H 0.362 1.231 -0.090
H -1.559 2.522 -1.011
H -2.420 0.948 -1.009
H -0.588 2.003 -3.081
H -1.317 0.309 -3.012
H 1.357 0.800 -1.699
H 3.109 0.335 -0.828
O 2.361 0.919 -0.956
*
```

Properties
orbital gap: 7.585 eV
LUMO: 3.7 eV
F_max: 3.2 eV/Å



No. 8
Density functional theory data (wB97M-V/def2-TZVPD) for 4 unconnected molecules or ions with the total composition C22H35F5NO8S4.

Geometry as ORCA input:
```
! wB97M-V def2-TZVPD RIJCOSX def2/J DEFGRID3
* xyz 1 1
C 5.306 0.303 -1.113
C 4.071 0.811 -1.800
C 4.038 2.054 -2.434
C 2.897 2.508 -3.078
C 1.752 1.734 -3.106
C 1.766 0.487 -2.477
C 0.531 -0.353 -2.453
N -0.130 -0.172 -1.072
S -1.876 -0.512 -0.973
O -2.169 -0.584 0.413
O -2.099 -1.559 -1.897
C -2.670 1.054 -1.638
F -2.281 1.217 -2.907
F -3.973 0.761 -1.563
C -2.348 2.334 -0.809
F -2.844 2.235 0.423
F -0.992 2.454 -0.740
F -2.853 3.393 -1.438
C 2.914 0.036 -1.834
H 6.192 0.771 -1.530
H 5.257 0.536 -0.049
H 5.361 -0.781 -1.205
H 4.922 2.675 -2.416
H 2.896 3.474 -3.565
H 0.859 2.065 -3.621
H -0.197 -0.047 -3.199
H 0.734 -1.414 -2.569
H 0.063 0.796 -0.781
H 0.330 -0.779 -0.385
H 2.913 -0.947 -1.371
C -3.670 -6.399 -1.324
C -3.941 -4.916 -1.623
C -3.201 -4.571 -2.921
S -3.105 -6.101 -3.867
O -1.717 -6.471 -3.974
O -3.932 -6.001 -5.038
C -3.890 -7.140 -2.638
H -4.321 -6.780 -0.540
H -2.637 -6.530 -0.995
H -5.013 -4.761 -1.757
H -3.617 -4.274 -0.804
H -3.719 -3.829 -3.524
H -2.178 -4.251 -2.738
H -3.435 -8.127 -2.677
H -4.946 -7.203 -2.896
C 7.074 3.215 3.251
C 6.744 4.667 2.879
C 7.120 4.858 1.405
S 6.946 3.244 0.629
O 8.234 2.786 0.182
O 5.818 3.224 -0.279
C 6.502 2.360 2.126
H 6.652 2.936 4.215
H 8.155 3.077 3.307
H 5.676 4.848 3.015
H 7.279 5.376 3.507
H 6.473 5.558 0.884
H 8.160 5.153 1.281
H 6.919 1.356 2.073
H 5.414 2.318 2.169
C -5.233 1.249 2.777
C -4.762 -0.211 2.867
C -4.414 -0.488 4.334
S -5.447 0.619 5.313
O -4.590 1.560 5.985
O -6.425 -0.142 6.042
C -6.221 1.444 3.922
H -5.695 1.469 1.815
H -4.384 1.925 2.907
H -5.569 -0.872 2.546
H -3.906 -0.401 2.224
H -4.625 -1.509 4.641
H -3.380 -0.240 4.564
H -6.396 2.482 4.191
H -7.167 0.940 3.731
*
```

Properties
orbital gap: 8.746 eV
LUMO: -3.5 eV
F_max: 0.9 eV/Å



No. 9
Density functional theory data (wB97M-V/def2-TZVPD) for a molecular structure, C10H16AgAs2IO4Se.

Geometry as ORCA input:
```
! wB97M-V def2-TZVPD RIJCOSX def2/J DEFGRID3
* xyz -2 1
Ag -0.468 2.498 -2.678
C -3.043 -0.064 0.908
As -1.250 0.721 0.775
C -1.013 1.058 2.718
C -0.183 -0.949 0.802
C -0.573 -2.043 1.571
C 0.194 -3.200 1.625
C 1.379 -3.266 0.905
C 1.775 -2.182 0.131
C 1.008 -1.018 0.062
As 1.466 0.476 -1.163
C 3.200 -0.187 -1.806
C 2.275 1.681 0.173
H -3.241 -0.456 1.908
H -3.131 -0.846 0.157
H -3.770 0.708 0.657
H -1.256 0.175 3.311
H -1.680 1.876 3.002
H 0.015 1.359 2.924
H -1.504 -1.999 2.128
H -0.137 -4.045 2.219
H 1.992 -4.160 0.938
H 2.698 -2.254 -0.430
H 3.896 -0.397 -0.989
H 3.598 0.607 -2.438
H 3.062 -1.079 -2.417
H 2.886 1.123 0.885
H 1.489 2.221 0.696
H 2.886 2.401 -0.372
I 1.863 3.469 -3.554
O -4.492 1.044 -2.386
Se -2.940 1.538 -2.546
O -1.862 0.354 -2.091
O -2.598 2.827 -1.543
O -2.543 2.012 -4.081
*
```

Properties
orbital gap: 6.668 eV
LUMO: 4.7 eV
F_max: 0.8 eV/Å



No. 10
Density functional theory data (wB97M-V/def2-TZVPD) for a molecular structure, C41H33BrFN2O7OsS2Si.

Geometry as ORCA input:
```
! wB97M-V def2-TZVPD RIJCOSX def2/J DEFGRID3
* xyz -1 5
Os 1.642 0.416 0.366
C -0.749 -1.252 2.522
Si 0.356 0.075 3.235
C 0.318 -0.315 5.080
C -0.428 1.766 3.130
N 1.921 0.021 2.369
C 3.184 -0.064 2.970
C 3.379 -0.164 4.358
C 4.629 -0.257 4.945
C 5.780 -0.255 4.175
C 5.641 -0.162 2.802
C 4.384 -0.079 2.248
F 4.342 0.004 0.899
H -1.694 -1.264 3.073
H -0.275 -2.230 2.634
H -0.967 -1.111 1.467
H -0.745 -0.344 5.336
H 0.780 0.453 5.701
H 0.745 -1.286 5.334
H -1.393 1.733 3.644
H -0.596 2.094 2.106
H 0.202 2.500 3.638
H 2.525 -0.153 5.002
H 4.695 -0.325 6.023
H 6.760 -0.320 4.627
H 6.492 -0.146 2.134
O 0.085 -1.423 -7.364
C 0.076 -0.197 -6.780
O -0.434 0.723 -7.360
C 0.733 -0.090 -5.444
C 1.062 -1.197 -4.664
C 1.717 -1.033 -3.459
C 2.058 0.239 -3.009
S 3.045 0.396 -1.545
C 1.715 1.347 -3.777
C 1.054 1.182 -4.981
H 0.571 -2.041 -6.805
H 0.779 -2.204 -4.955
H 1.958 -1.888 -2.843
H 1.955 2.335 -3.412
H 0.775 2.035 -5.583
O 2.762 2.795 2.861
C 2.319 3.224 1.820
N 1.902 2.494 0.711
C 1.458 3.376 -0.278
O 1.007 3.068 -1.355
C 1.620 4.774 0.236
C 1.340 5.992 -0.346
C 1.595 7.132 0.411
C 2.109 7.037 1.703
C 2.389 5.798 2.274
C 2.133 4.680 1.508
H 0.937 6.052 -1.349
H 1.391 8.109 -0.008
H 2.290 7.941 2.270
H 2.792 5.706 3.274
Br -5.180 0.653 2.698
C -4.510 0.514 0.923
C -5.396 0.294 -0.118
C -4.894 0.194 -1.410
C -3.532 0.299 -1.643
C -2.657 0.514 -0.585
C -3.150 0.632 0.709
C -1.169 0.562 -0.859
O -0.758 0.257 -1.962
O -0.454 0.904 0.168
H -6.456 0.204 0.078
H -5.576 0.030 -2.235
H -3.120 0.213 -2.640
H -2.467 0.812 1.526
C -4.942 -4.598 -0.785
C -5.080 -5.636 -1.866
O -6.120 -6.171 -2.148
S -3.619 -6.180 -2.755
C -2.344 -5.099 -2.163
C -2.209 -3.816 -2.690
C -1.273 -2.943 -2.169
C -0.437 -3.349 -1.121
C -0.540 -4.653 -0.634
C -1.489 -5.521 -1.151
C 0.441 -2.390 -0.529
C 1.067 -1.445 -0.093
H -5.940 -4.306 -0.467
H -4.378 -3.727 -1.112
H -4.402 -5.035 0.057
H -2.863 -3.499 -3.492
H -1.202 -1.921 -2.523
H 0.111 -4.970 0.170
H -1.584 -6.523 -0.754
*
```

Properties
orbital gap (alpha / beta): 7.705 / 6.378 eV
LUMO (alpha / beta): 2.2 / 0.8 eV
F_max: 0.4 eV/Å



No. 11
Density functional theory data (wB97M-V/def2-TZVPD) for a gas-phase ion, C4H6NO2S (charge -1) in a non-equilibrium geometry.

Geometry as ORCA input:
```
! wB97M-V def2-TZVPD RIJCOSX def2/J DEFGRID3
* xyz -1 1
C -2.664 1.269 0.739
C -1.652 0.642 0.488
C -0.499 -0.922 -1.047
C -0.496 -0.286 0.340
N 0.915 0.606 0.693
O 3.229 -0.318 1.602
O 3.035 0.336 -0.810
S 2.419 -0.451 0.300
H -3.385 2.002 0.495
H -0.875 -1.880 -1.044
H -1.176 -0.465 -1.658
H 0.528 -0.887 -1.312
H -0.326 -1.015 1.168
H 0.946 1.369 0.047
*
```

Properties
orbital gap: 7.349 eV
LUMO: 3.6 eV
F_max: 3.5 eV/Å



No. 12
Density functional theory data (wB97M-V/def2-TZVPD) for a molecular structure, C2H4Br2S in a non-equilibrium geometry.

Geometry as ORCA input:
```
! wB97M-V def2-TZVPD RIJCOSX def2/J DEFGRID3
* xyz 0 1
C -1.442 -0.140 -0.556
C 1.185 0.213 0.567
S -0.024 1.006 -0.544
Br 2.942 0.968 0.341
Br 1.519 -1.733 0.105
H -2.122 0.613 -0.042
H -1.304 -0.944 0.190
H -1.739 -0.288 -1.626
H 0.985 0.304 1.566
*
```

Properties
orbital gap: 9.497 eV
LUMO: 0.3 eV
F_max: 3.7 eV/Å



No. 13
Density functional theory data (wB97M-V/def2-TZVPD) for a molecular structure, C20H13Cl3N3O6ReS2 in a non-equilibrium geometry.

Geometry as ORCA input:
```
! wB97M-V def2-TZVPD RIJCOSX def2/J DEFGRID3
* xyz 1 2
Re 0.071 -0.029 -0.518
O -0.782 1.775 -1.764
S -2.134 1.440 -1.309
O -3.113 1.411 -2.344
O -2.052 0.168 -0.529
C -2.767 2.543 -0.036
C -3.832 3.365 -0.373
C -4.533 4.042 0.614
C -4.195 3.869 1.948
C -3.127 3.053 2.290
C -2.417 2.397 1.294
S -0.913 1.586 1.827
O -0.550 2.162 3.072
O -1.126 0.014 2.052
O 0.089 1.668 0.768
H -4.101 3.445 -1.416
H -5.351 4.691 0.343
H -4.759 4.367 2.721
H -2.821 2.928 3.316
C 5.407 -0.683 -2.187
C 4.275 -0.019 -2.651
C 3.163 0.123 -1.848
C 3.177 -0.403 -0.546
C 4.347 -1.015 -0.064
C 5.442 -1.162 -0.884
N 2.011 -0.431 0.197
N 2.125 -0.870 1.417
C 1.034 -1.226 2.051
C 1.102 -2.035 3.210
C 0.096 -2.918 3.469
C -0.992 -3.070 2.555
C -1.180 -2.207 1.536
C -0.316 -1.010 1.392
H 6.255 -0.825 -2.838
H 4.261 0.376 -3.654
H 2.283 0.645 -2.209
H 4.345 -1.393 0.943
H 6.318 -1.674 -0.519
H 2.009 -2.033 3.792
H 0.153 -3.572 4.326
H -1.673 -3.895 2.698
H -2.059 -2.226 0.910
Cl 0.124 -4.005 -4.469
C -0.611 -2.409 -4.173
Cl 0.014 -1.210 -5.357
Cl -2.395 -2.510 -4.280
C -0.276 -1.885 -2.891
N -0.025 -1.356 -1.883
*
```

Properties
orbital gap (alpha / beta): 5.226 / 5.285 eV
LUMO (alpha / beta): -5.7 / -5.7 eV
F_max: 5.3 eV/Å



No. 14
Density functional theory data (wB97M-V/def2-TZVPD) for C7H9NS in the gas phase in a non-equilibrium geometry.

Geometry as ORCA input:
```
! wB97M-V def2-TZVPD RIJCOSX def2/J DEFGRID3
* xyz 0 1
C 2.409 -0.907 -0.114
C 1.495 -1.726 0.429
C 1.435 0.318 -0.355
C 0.367 -0.650 0.178
C 0.925 0.851 -1.622
C -0.759 -0.577 -0.833
C -2.659 0.442 0.873
N 0.685 0.547 0.867
S -2.421 -0.640 -0.550
H 3.404 -0.996 -0.366
H 1.355 -2.662 0.971
H 0.566 1.789 -1.708
H 1.199 0.368 -2.459
H -0.375 -0.948 -1.738
H -3.348 1.229 0.729
H -1.856 1.060 1.163
H -2.865 -0.080 1.706
H 1.154 0.274 1.724
*
```

Properties
orbital gap (alpha / beta): 7.364 / 7.524 eV
LUMO (alpha / beta): 0.5 / 0.4 eV
F_max: 3.8 eV/Å